A.
Computed, not measured: C6H10N2O2 in the gas phase, with ωB97M-V/def2-TZVPD.

XYZ file:
```
20
Properties=species:S:1:pos:R:3:mulliken_charge:R:1
H 0.3647 1.1790 1.2834 0.2964
N 1.2067 1.1105 0.6769 -0.8317
C 1.1425 -0.0316 0.1310 0.0943
O 2.2340 -0.5426 -0.4720 -0.4706
C -0.0988 -0.9657 -0.1355 1.6264
C 0.2552 -2.4364 0.0509 -1.7183
N -0.6262 -0.7122 -1.4756 -0.5342
C -1.5457 0.4224 -1.4410 -0.6443
C -2.1267 0.3458 -0.0486 -0.0383
O -2.5186 -0.9714 0.3281 -0.4718
C -1.2496 -0.5065 0.7532 -0.8082
H 2.9645 0.0833 -0.3788 0.3537
H -0.6617 -3.0019 0.2601 0.4239
H 0.7170 -2.8425 -0.8572 0.3436
H 0.9524 -2.5671 0.8903 0.3408
H 0.0897 -0.6503 -2.1935 0.3182
H -1.0482 1.4039 -1.5488 0.2857
H -2.3042 0.3357 -2.2316 0.3850
H -2.7181 1.1647 0.3632 0.4335
H -1.1048 -0.4136 1.8319 0.6158
```

For the highest occupied orbital energy, the calculation gives -0.334 hartree. Its orbital gap is 9.86 eV. As for the SMILES: [H]/N=C(/O)[C@]1(C)NC[C@H]2O[C@H]21. The net charge is 0.


B.
Computed, not measured: C6H10N2O2 in the gas phase, with ωB97M-V/def2-TZVPD.

XYZ file:
```
20
Properties=species:S:1:pos:R:3:mulliken_charge:R:1
C 0.2986 1.1189 -1.5930 -1.7628
C -0.0473 0.5377 -0.2221 1.7664
C 1.1061 0.6028 0.7751 -1.1791
N 1.7363 -0.6267 0.6204 0.1181
C 1.0450 -1.5736 0.0576 -0.8173
C -0.2994 -1.0306 -0.3463 0.0114
N -1.3237 -1.6289 0.4919 -0.6854
C -1.3011 1.1968 0.3555 0.0849
O -2.2866 1.4781 -0.2971 -0.5884
H 0.5286 2.1901 -1.5158 0.4044
H -0.5339 0.9820 -2.2972 0.3768
H 1.1812 0.6065 -2.0023 0.4128
H 1.8191 1.4227 0.8927 0.2387
H 2.6618 -0.8015 1.0049 0.2826
H 1.3739 -2.6092 0.0578 0.4417
H -0.5452 -1.2718 -1.3901 0.3707
H -1.1932 -1.4149 1.4770 0.2682
O -1.1983 1.5023 1.6321 -0.4979
H -2.2548 -1.3282 0.2197 0.3160
H -0.7672 0.6473 2.0792 0.4384
```

For the highest occupied orbital energy (alpha / beta), the calculation gives -0.264 / -0.264 hartree. Its orbital gap (alpha / beta) is 7.61 / 7.61 eV. The net charge is 0.


C.
Computed, not measured: C6H10N2O2 in the gas phase, with ωB97M-V/def2-TZVPD.

XYZ file:
```
20
Properties=species:S:1:pos:R:3:mulliken_charge:R:1
N -1.1053 -2.8703 0.3125 -0.4484
C -0.7172 -1.7844 0.9928 0.4458
O -1.6059 -1.3764 1.7716 -0.6833
C 0.2563 -0.8139 0.3480 0.2052
C -0.1888 -0.4686 -1.0816 -0.6380
O 0.7345 0.4078 -1.6864 -0.4033
C 1.1259 1.5108 -0.9285 -0.1058
C 0.1430 2.4464 -0.2945 -0.6754
C 0.9775 1.5076 0.5664 -0.2512
N 0.3581 0.3674 1.1852 -0.3384
H -0.3781 -3.4674 -0.0600 0.2478
H -2.1624 -2.9686 0.6458 0.2979
H 1.2388 -1.3093 0.2762 0.1847
H -0.2203 -1.3657 -1.7120 0.3550
H -1.1991 -0.0225 -1.0574 0.2785
H 2.0372 1.9389 -1.3459 0.3786
H 0.3834 3.5099 -0.2898 0.2838
H -0.9200 2.2124 -0.3660 0.2120
H 1.7921 1.9587 1.1400 0.3619
H -0.5498 0.5872 1.5836 0.2927
```

For the highest occupied orbital energy, the calculation gives -0.315 hartree. Its orbital gap is 9.30 eV. As for the SMILES: NC(=O)[C@H]1CO[C@H]2C[C@H]2N1. The net charge is 0.


On energetic grounds, A is preferred over the next structure by 68.4 kJ/mol.


A.
Computed, not measured: C3H3FN2S in the gas phase, with ωB97M-V/def2-TZVPD.

XYZ file:
```
10
Properties=species:S:1:pos:R:3:mulliken_charge:R:1
F 3.2459 -0.6472 -1.1884 -0.2385
S 2.5350 -1.1943 0.1904 0.0904
C 0.6444 -0.3202 -0.0820 0.2081
C 0.0597 0.3993 0.9136 -0.2760
N -1.2193 0.5940 0.4718 -0.0371
C -1.3192 -0.0285 -0.7301 -0.2084
N -0.2027 -0.6036 -1.0824 -0.5465
H 0.4325 0.7821 1.8393 0.4090
H -1.9527 1.0741 0.9685 0.1891
H -2.2235 -0.0557 -1.3007 0.4100
```

For the highest occupied orbital energy, the calculation gives -0.331 hartree. Its orbital gap is 9.44 eV. As for the SMILES: FSc1c[nH]cn1. The net charge is 0.


B.
Computed, not measured: C3H3FN2S in the gas phase, with ωB97M-V/def2-TZVPD.

XYZ file:
```
10
Properties=species:S:1:pos:R:3:mulliken_charge:R:1
F 2.1434 -1.0582 -0.0210 -0.2721
C 1.0548 -0.4002 -0.0050 0.4375
C 0.8360 0.9434 -0.0133 -0.4131
N -0.5888 0.9580 0.2314 -0.1101
C -1.1705 -0.1955 0.1112 0.0720
S -2.6780 -0.5917 -0.0380 -0.4510
N -0.0491 -1.0868 0.1931 -0.0784
H 1.6146 1.8415 -0.2792 0.2785
H -1.0509 1.7140 -0.2437 0.2678
H -0.1113 -2.1245 0.0646 0.2688
```

For the highest occupied orbital energy, the calculation gives -0.291 hartree. Its orbital gap is 8.67 eV. As for the SMILES: Fc1c[nH]c(=S)[nH]1. The net charge is 0.


On energetic grounds, B is preferred over the next structure by 41.1 kJ/mol.


A.
Computed, not measured: CHN4P3S in the gas phase, with ωB97M-V/def2-TZVPD.

XYZ file:
```
10
Properties=species:S:1:pos:R:3:mulliken_charge:R:1
S -3.8192 -0.3314 -0.5072 -0.3810
C -2.3915 -0.3405 0.1033 0.4209
N -1.2391 -0.4163 0.4178 -0.1804
P 0.0836 0.2707 1.2563 0.1640
N 1.0444 -1.0848 1.1980 -0.1640
P 2.2456 -1.4641 0.2678 0.1593
N 1.9918 -0.6926 -1.1965 -0.1344
P 1.1678 0.4945 -1.7124 0.4002
N 0.7175 1.3548 0.1475 -0.5636
H 0.1992 2.2098 0.0254 0.2790
```

For the highest occupied orbital energy, the calculation gives -0.311 hartree. Its orbital gap is 6.57 eV. As for the SMILES: S=C=NP1N=PN=PN1. The net charge is 0.


B.
Computed, not measured: CHN4P3S in the gas phase, with ωB97M-V/def2-TZVPD.

XYZ file:
```
10
Properties=species:S:1:pos:R:3:mulliken_charge:R:1
N 1.1856 -1.2271 2.5394 -0.4140
C 1.4791 -1.2721 1.4491 0.4247
S 1.9612 -1.2078 -0.1294 -0.2619
P -0.3645 -1.1297 -0.6130 0.3037
N -0.3185 -0.2872 -2.0426 -0.2432
P -0.8024 1.1658 -2.4225 0.2196
N -0.5143 2.1504 -1.0485 -0.2615
P -0.2983 1.7112 0.4792 0.2867
N -0.9017 0.1448 0.5083 -0.3048
H -1.4261 -0.0483 1.2801 0.2508
```

For the highest occupied orbital energy, the calculation gives -0.343 hartree. Its orbital gap is 7.57 eV. As for the SMILES: N#CSP1N=PN=PN1. The net charge is 0.


On energetic grounds, B is preferred over the next structure by 24.8 kJ/mol.


A.
Computed, not measured: a molecular structure, Cl3H2MgO, with ωB97M-V/def2-TZVPD.

XYZ file:
```
7
Properties=species:S:1:pos:R:3:mulliken_charge:R:1
Mg 9.5661 3.2032 -8.5722 0.8057
Cl 8.1149 4.7575 -7.7529 -0.6856
Cl 9.0186 1.6509 -10.2421 -0.7045
Cl 11.2375 2.5021 -7.1191 -0.7010
O 10.6549 4.4403 -9.7498 -0.2492
H 11.3435 4.2718 -10.3903 0.2602
H 10.6388 5.3676 -9.5191 0.2743
```

For the highest occupied orbital energy, the calculation gives -0.213 hartree. Its orbital gap is 8.71 eV. The net charge is -1.


B.
Computed, not measured: a molecular structure, Cl3H2MgO, with ωB97M-V/def2-TZVPD.

XYZ file:
```
7
Properties=species:S:1:pos:R:3:mulliken_charge:R:1
Mg -0.6772 -0.3008 -1.1082 1.1509
Cl -2.2671 -3.8148 -0.2149 -0.7301
Cl -2.9888 2.8407 -1.1660 -0.7263
Cl 1.7896 -0.5664 -4.0144 -0.7119
O 1.1456 0.5102 1.8739 -0.6005
H 1.3433 1.3944 2.1827 0.3107
H 1.6546 -0.0634 2.4467 0.3072
```

For the highest occupied orbital energy, the calculation gives -0.228 hartree. Its orbital gap is 4.80 eV. The net charge is -1.


On energetic grounds, A is preferred over the next structure by 808.6 kJ/mol.


A.
Computed, not measured: C4H3ClF2 in the gas phase, with ωB97M-V/def2-TZVPD.

XYZ file:
```
10
Properties=species:S:1:pos:R:3:mulliken_charge:R:1
F 1.4178 -2.0410 0.4786 -0.2715
C 0.6780 -0.8863 0.3220 -0.1169
C 1.0318 0.4593 0.0301 0.3799
Cl 2.4120 1.3855 -0.0298 -0.1768
C -0.3955 0.8858 -0.1741 -0.7916
C -0.7793 -0.5868 0.1679 0.4890
F -1.3494 -1.2571 -0.8820 -0.3120
H -0.6908 1.5802 0.4811 0.2585
H -0.7488 1.2951 -1.2397 0.2410
H -1.5758 -0.8346 0.8459 0.3004
```

For the highest occupied orbital energy, the calculation gives -0.348 hartree. Its orbital gap is 10.32 eV. As for the SMILES: FC1=C(Cl)C[C@H]1F. The net charge is 0.


B.
Computed, not measured: 2 unconnected molecules or ions with the total composition C4H3ClF2, with ωB97M-V/def2-TZVPD.

XYZ file:
```
10
Properties=species:S:1:pos:R:3:mulliken_charge:R:1
C -2.0737 0.7246 -0.7731 -0.7907
C -0.8413 0.1008 -0.6012 0.0720
C 0.1670 0.4955 0.2102 -0.1214
C 2.7974 -0.9422 1.2812 0.1334
F 2.5118 -0.9359 0.0183 -0.0341
F 2.7143 -2.1928 1.6539 -0.1080
Cl 0.1691 1.0092 1.7716 -0.0726
H -2.4918 0.5961 -1.7586 0.2640
H -2.3336 1.7291 -0.4568 0.2989
H -0.6191 -0.5844 -1.3455 0.3585
```

For the highest occupied orbital energy (alpha / beta), the calculation gives -0.297 / -0.317 hartree. Its orbital gap (alpha / beta) is 7.46 / 7.75 eV. The net charge is 0.


On energetic grounds, A is preferred over the next structure by 420.1 kJ/mol.


A.
Computed, not measured: 2 unconnected molecules or ions with the total composition C4H11N2S, with ωB97M-V/def2-TZVPD.

XYZ file:
```
18
Properties=species:S:1:pos:R:3:mulliken_charge:R:1
C 0.3895 0.7698 -0.7852 -0.0463
C 0.3798 -1.2278 -2.4746 -1.2863
C 0.2381 0.2052 -2.1667 -0.1490
C -0.2065 0.2857 2.5258 0.1520
N 0.1573 0.1154 0.2602 -0.4199
N -1.4968 -0.0052 2.7932 -0.3145
S 0.2746 1.8891 2.7584 -0.1272
H 0.9370 1.8134 -0.6530 0.2401
H -0.4783 -1.8219 -1.9470 0.2782
H 0.1752 -1.3541 -3.5519 0.3187
H 1.1497 -1.8481 -2.2923 0.4307
H -0.7186 0.5988 -2.6322 0.2430
H 1.1918 0.5932 -2.7168 0.2181
H 0.4097 -0.4843 1.9636 0.4669
H -1.8045 -0.9532 2.8648 0.2786
H -0.4632 -0.8307 0.1584 0.2412
H -1.6929 0.6366 3.5570 0.2574
H 1.5582 1.6181 2.3384 0.2183
```

For the highest occupied orbital energy, the calculation gives -0.503 hartree. Its orbital gap is 9.39 eV. The net charge is +1.


B.
Computed, not measured: a gas-phase ion, C4H11N2S (charge +1), with ωB97M-V/def2-TZVPD.

XYZ file:
```
18
Properties=species:S:1:pos:R:3:mulliken_charge:R:1
C -2.5202 -0.3764 0.0213 -1.2608
C -1.1274 -0.3950 0.3976 0.2954
S -0.3563 -1.9734 -0.0002 -0.0671
C -0.3376 0.7064 -0.3894 -1.1664
N 1.1790 0.7072 -0.2079 0.0231
C 1.9309 -0.5045 -0.4893 -0.2454
N 2.9165 -0.7209 0.4722 -0.5485
H -3.0978 0.6249 0.3230 0.3220
H -3.1280 -1.2128 0.5088 0.3394
H -2.5202 -0.4623 -1.0951 0.3695
H -0.9249 -0.1686 1.5201 0.3178
H -0.5984 0.4297 -1.4859 0.4009
H -0.8184 1.5625 -0.1631 0.5156
H 1.4987 1.4590 -0.8292 0.3689
H 1.3793 0.9541 0.7204 0.3448
H 2.1332 -0.8625 -1.5747 0.3568
H 2.4796 -0.8525 1.4517 0.3113
H 3.4988 -1.5397 0.2100 0.3225
```

For the highest occupied orbital energy (alpha / beta), the calculation gives -0.466 / -0.458 hartree. Its orbital gap (alpha / beta) is 8.01 / 7.21 eV. As for the SMILES: C[C@@H]([S-])C[NH2+]C=[NH2+]. The net charge is +1.


C.
Computed, not measured: a molecular structure, C4H11N2S, with ωB97M-V/def2-TZVPD.

XYZ file:
```
18
Properties=species:S:1:pos:R:3:mulliken_charge:R:1
C 0.9993 -1.5862 -0.9490 -0.8252
C 0.2539 -0.6308 -0.4776 0.6877
C -0.1588 -0.6354 0.9606 -0.6502
C -1.7206 0.8649 0.4801 -0.5546
N 1.6412 1.2794 -0.2216 -0.7546
N -1.4780 -0.2664 1.0159 -0.0632
S -0.4568 0.7611 -1.4282 -0.0964
H 1.5725 -1.6983 -1.8112 0.3839
H 1.0617 -2.4889 -0.2682 0.2070
H -0.1785 -1.6241 1.4517 0.4056
H 0.3486 0.0446 1.6745 0.2261
H -2.7046 0.9833 0.1316 0.3806
H -1.3164 1.7350 0.8650 0.3057
H 1.5918 1.6679 0.6465 0.2122
H 1.6698 2.0177 -0.9076 0.2930
H -2.2033 -1.0001 0.9308 0.3382
H 2.5576 0.7056 -0.2056 0.2819
H -1.4793 -0.1294 -1.8877 0.2223
```

For the highest occupied orbital energy, the calculation gives -0.494 hartree. Its orbital gap is 9.54 eV. The net charge is +1.


On energetic grounds, A is preferred over the next structure by 19.6 kJ/mol.